1.
Computed, not measured: the molecule C5H5NO2 at a distorted geometry, with ωB97M-V/def2-TZVPD.

## Properties
Electronic energy   -10842.410 eV
Structure (SMILES)   Cc1onc2c1CO2
HOMO-LUMO gap   9.257 eV
Total charge   0
HOMO level   -9.33 eV
Relative energy (zero: lowest compared OMol25 entry of this formula, charge and spin)   205.4 kcal per mole
Max |F|   0.14471 Eh/bohr

Atoms and positions in Å:
C1 -1.29602 -1.14262 0.72254
O1 -1.09559 -1.67358 -0.65048
H1 1.99760 2.44359 1.22794
H2 -2.41341 -1.19365 1.34152
C2 0.40110 0.74196 0.49618
C3 -0.53390 -0.42471 -1.08531
O2 1.33120 0.63382 -0.59150
H3 0.04810 2.51115 2.06109
C4 0.95304 1.73816 1.62285
C5 -0.75352 0.05385 0.29861
H4 -0.73997 -1.56058 1.55599
N1 0.71323 -0.08703 -1.54742
H5 1.60596 0.92694 2.25206

Atomic partial charges in e from the natural (NBO) method, atoms 1 to 8: -0.07 -0.47 0.26 0.19 0.35 0.41 -0.26 0.27

=====

2.
Computed, not measured: a structure of composition C29H82F6N2O16S2 at a distorted geometry, with ωB97M-V/def2-TZVPD.

## Properties
Electronic energy   -105116.230 eV
HOMO-LUMO gap   8.537 eV
Total charge   0
HOMO level   -9.41 eV
Relative energy (zero: lowest compared OMol25 entry of this formula, charge and spin)   0.0 kcal per mole
Max |F|   0.04592 Eh/bohr

Atoms and positions in Å:
H1 -21.10187 21.41418 5.93279
H2 -12.72354 22.85010 12.60078
C1 -7.63865 24.61770 4.27582
O1 -19.16607 25.47863 6.61180
C2 -16.36691 19.48606 11.42598
H3 -13.73738 24.58940 -0.18923
C3 -11.08543 25.81300 8.51825
H4 -19.52211 16.29216 7.33499
O2 -21.10184 20.47371 5.72765
C4 -16.63787 16.15208 7.46368
H5 -16.20652 24.06273 12.92999
C5 -13.23016 21.64429 1.62921
H6 -10.48005 23.77865 4.29012
H7 -10.85925 23.98457 9.59436
H8 -15.32803 23.00543 3.54287
H9 -12.43688 17.68720 4.73436
S1 -13.74796 22.42828 7.41066
H10 -7.50713 24.92099 3.23302
O3 -8.88386 26.56709 5.01563
H11 -11.68558 25.63814 7.61417
H12 -11.72968 21.40311 9.75921
H13 -17.16968 13.71228 7.87623
C6 -17.46810 25.89029 9.83828
H14 -9.36901 26.87404 7.59501
H15 -19.15712 27.23616 9.89409
H16 -14.89857 23.38993 13.76238
H17 -18.09504 25.06473 9.48846
C7 -14.35826 23.94891 11.72493
C8 -18.42842 26.81024 10.58833
H18 -18.56978 24.77831 6.91454
H19 -9.86846 24.00363 8.14754
H20 -12.48736 19.18281 10.66386
H21 -7.51401 23.53560 4.35262
H22 -12.45379 23.42867 -0.49079
C9 -14.24215 16.98954 4.69315
H23 -20.58524 20.39612 4.91993
H24 -14.04772 19.11104 4.74583
H25 -9.27289 21.77488 9.40892
C10 -11.53504 19.63139 10.94109
C11 -13.29181 23.13005 1.42774
H26 -15.85316 17.48333 12.17426
O4 -17.35288 23.52584 7.73213
H27 -17.39013 15.40856 9.38039
H28 -10.79383 18.84631 11.11175
O5 -12.07870 26.10268 9.52721
H29 -17.76304 17.59003 13.63255
H30 -12.90523 26.35665 9.11150
S2 -16.35793 22.50889 7.88859
H31 -16.71395 22.06038 3.81610
C12 -8.93462 25.15898 4.85306
O6 -13.21401 23.50445 8.19174
H32 -11.55824 20.19267 11.88174
F1 -18.33234 21.16748 6.70841
H33 -9.86499 27.50577 9.11790
H34 -15.12112 15.01677 4.71734
N1 -15.17777 22.75919 6.73068
C13 -15.32630 23.44213 12.75233
H35 -15.76430 22.73052 5.14807
O7 -14.04290 25.30909 12.10851
C14 -14.54060 18.38075 4.11078
H36 -15.36272 19.88713 11.28163
O8 -15.91983 22.21018 9.20511
H37 -6.76898 24.98494 4.83353
C15 -13.09294 23.11558 11.60271
H38 -10.72608 27.83485 7.60630
C16 -19.01169 16.32344 8.29326
C17 -15.73649 18.92807 13.77107
H39 -14.66608 19.06109 13.60010
H40 -14.10674 21.17076 1.18562
H41 -13.31729 25.59971 11.53904
C18 -16.36912 18.40842 12.46477
H42 -14.12565 22.87996 -0.53094
H43 -19.67275 16.06048 9.12001
F2 -17.41618 20.21973 8.42351
H44 -9.00651 20.26310 10.51687
H45 -15.61997 18.51479 4.02610
H46 -14.13438 18.42588 3.09627
H47 -16.00830 16.19903 3.82104
H48 -18.37144 26.20897 12.66006
H49 -16.36988 17.13538 7.86779
F3 -12.83258 23.31174 5.09866
H50 -10.19186 25.03505 3.03819
H51 -11.69517 19.29274 8.59942
H52 -12.34766 21.18166 1.18040
H53 -16.73048 19.20899 10.43819
H54 -19.90570 26.84036 12.17744
F4 -11.47586 22.04661 6.27390
F5 -13.11072 21.16495 5.16693
H55 -14.45777 24.54343 2.07625
H56 -15.73051 15.54729 7.48569
O9 -17.71307 17.96478 12.75129
O10 -17.69116 28.01124 10.96200
H57 -15.62504 22.41079 12.53746
H58 -13.10884 21.38617 2.68222
H59 -9.67679 21.70752 11.09564
H60 -14.55610 17.00504 5.74468
H61 -17.04013 20.29265 11.73138
C19 -10.26451 27.04625 8.20643
H62 -12.26284 23.63150 11.12364
C20 -13.43631 23.55702 -0.02488
O11 -14.50094 23.58076 2.14243
H63 -12.44047 23.63750 1.88962
C21 -10.25724 24.62741 8.95256
O12 -13.60423 21.13969 8.03178
C22 -14.98816 15.85462 4.03831
H64 -11.02139 25.34659 4.60647
H65 -16.97413 26.42407 9.03767
H66 -20.03509 25.06850 6.57287
H67 -19.49160 25.22489 11.70100
H68 -15.94629 18.25700 14.60067
C23 -17.71750 15.56068 8.34977
H69 -15.82432 25.87470 6.25156
H70 -14.81307 23.99368 10.72709
C24 -9.62088 21.09778 10.18198
H71 -13.35264 22.18812 11.08879
C25 -12.70927 22.23072 5.87286
O13 -12.81429 16.80751 4.64343
C26 -10.20397 24.81952 4.10618
H72 -9.40727 24.95822 9.55838
H73 -14.63257 15.59448 3.04100
O14 -17.99885 14.19538 7.93254
H74 -16.14495 19.92066 13.97045
C27 -17.17953 20.92027 7.31885
H75 -17.00269 27.72629 11.57677
N2 -16.16410 22.84254 4.16420
O15 -14.97029 25.54943 5.94253
H76 -9.02850 24.62117 5.81309
H77 -16.78399 23.65269 4.13376
H78 -18.77277 17.36201 8.55151
F6 -16.38554 20.18274 6.54680
C28 -11.00900 20.58996 9.87040
O16 -10.88065 19.80226 8.66323
H79 -14.96034 24.60489 6.18485
H80 -16.81831 25.39541 10.56650
H81 -17.00257 16.35406 6.45607
C29 -19.07400 26.22786 11.82114
H82 -7.98221 26.81478 5.24272

Atomic partial charges in e from the Mulliken method, atoms 1 to 8: 0.30 0.44 -1.57 -0.64 -0.54 0.44 1.06 0.36

=====

3.
Computed, not measured: a cluster of 40 separate species, H80O40 in total at a distorted geometry, with ωB97M-V/def2-TZVPD.

## Properties
Electronic energy   -83198.787 eV
HOMO-LUMO gap   9.848 eV
Total charge   0
HOMO level   -10.32 eV
Relative energy (zero: lowest compared OMol25 entry of this formula, charge and spin)   162.1 kcal per mole
Max |F|   0.06161 Eh/bohr

Atoms and positions in Å:
H1 1.85483 -1.01880 -2.43976
H2 4.30223 -4.71116 -1.60945
H3 1.25373 -2.28737 -5.90633
H4 2.35866 0.78395 2.20986
H5 5.61836 -3.05948 -0.19612
H6 -4.69366 -0.43939 -0.36811
O1 2.02764 3.05750 4.28471
O2 -4.59433 0.43493 -4.09631
H7 -3.32994 -1.65823 5.32664
O3 -3.29085 3.90585 2.56433
H8 3.78362 -5.47957 -0.28009
H9 -0.83878 3.01389 -1.37488
H10 1.89039 3.04797 5.25268
O4 0.34039 -5.30769 -2.84135
H11 -4.99117 3.23288 -0.23096
H12 0.56360 -4.08251 1.88796
H13 5.66851 -1.99230 -1.88903
H14 1.20465 4.70610 -2.43264
H15 2.74841 6.43016 -0.38471
H16 -4.52640 1.07731 -1.49698
H17 3.09491 3.63966 2.44570
O5 1.65599 1.83107 -2.38818
H18 -1.84492 -0.80620 -1.45693
H19 -4.77404 4.45931 -1.00720
H20 -3.18611 1.72562 -0.82506
O6 0.43533 -2.33099 -5.39445
O7 -0.63447 -3.21220 -1.46153
H21 -0.70776 4.45840 4.59139
O8 -5.41579 -1.07499 -0.56353
H22 3.33302 -1.17315 -2.29894
H23 0.67002 1.66094 -5.69236
O9 1.48720 4.25724 -3.21244
H24 5.56737 -0.19078 -0.06891
H25 -1.87551 -1.20233 2.14464
H26 1.06817 2.58732 -2.63885
O10 1.10399 -1.00564 -3.00197
O11 -1.07640 -1.30502 1.61518
H27 1.90654 -0.36564 3.91506
O12 -3.29511 -1.28073 -2.37086
O13 -3.09910 -2.39633 2.35879
O14 0.15612 5.63554 -0.62129
H28 -1.42224 -1.79451 0.84073
O15 4.92342 -2.98514 0.50742
H29 -4.13704 -0.23329 -3.54954
H30 -3.93974 4.29694 1.93866
O16 -2.27984 -3.02104 -4.09080
H31 1.92762 -0.28572 1.12094
H32 -0.28211 0.39048 -5.61199
O17 -1.85469 1.56881 1.47254
O18 -2.65195 0.56167 3.58175
H33 0.23704 -4.69705 -0.37556
O19 -1.17404 -0.13483 -1.17593
H34 0.15541 -2.99474 -1.94307
H35 -2.62620 -1.64846 -3.01311
H36 3.61025 0.15909 -1.66274
H37 -0.95255 3.21732 1.09789
H38 -0.35416 5.17857 0.03415
H39 4.12313 -3.31496 0.06863
H40 2.98963 4.94064 -0.25949
H41 -1.09962 -4.24684 4.91463
O20 2.52056 0.42995 1.31920
H42 1.75610 -5.30595 -0.20559
H43 -3.00775 1.80137 -4.17122
O21 6.54879 -2.04255 -1.46458
H44 3.06495 -1.20031 4.51249
H45 0.45923 2.74231 1.29261
O22 3.36457 3.40785 1.50641
O23 -1.52663 2.36847 -1.20202
H46 -6.25759 -0.60614 -0.51214
H47 -0.28539 -3.36632 4.06310
H48 -1.22793 4.01155 3.10316
H49 3.36124 -2.76446 2.48155
H50 -1.64858 -3.47995 -4.65985
H51 -1.10388 1.55106 -1.61068
O24 -0.55143 0.41637 5.14670
H52 -5.48470 0.18834 -4.30340
O25 -5.15016 4.20050 -0.15175
H53 -2.96479 -2.76008 -4.73801
H54 0.62939 -2.79971 0.87556
O26 -3.12117 2.72050 -4.01003
O27 3.63234 -4.81871 -0.93977
O28 3.26426 -2.85779 3.42614
H55 6.73940 -1.19053 -0.97598
O29 -2.38356 -1.58528 5.53700
O30 4.00144 -0.74942 -1.73952
O31 0.64751 0.71337 -5.61581
H56 0.84257 -5.79587 -2.16073
H57 -3.27018 1.28915 3.76616
O32 -4.15696 1.51954 -0.71482
H58 -1.31357 -3.59941 -2.00708
H59 -4.03569 -2.58306 2.14557
H60 -3.96127 -1.96616 -2.37817
H61 -2.77176 -3.16768 2.85819
H62 -2.10193 1.21010 2.41532
H63 5.62962 -0.19107 1.32045
H64 1.98614 4.79462 -3.79930
H65 -3.47653 3.08858 2.01529
H66 0.92799 5.07549 -0.67166
H67 1.23728 3.50682 3.99082
O33 2.29429 -0.61874 4.74219
O34 -0.58474 4.46365 3.66053
O35 0.85193 -5.29425 0.05986
H68 -0.05006 1.14050 5.52428
O36 -0.00287 3.50767 0.96846
H69 0.60087 -1.52074 -4.84780
H70 -0.03158 -0.39928 5.17744
H71 -1.86215 0.49011 4.21776
H72 0.86718 -5.25454 -3.63113
O37 2.70887 5.61286 -0.86783
H73 3.03190 2.49746 1.47452
O38 -0.86800 -4.10883 3.98354
O39 1.00480 -3.26811 1.61217
H74 -2.20796 -0.69404 5.15995
H75 -2.47966 3.13988 -3.41403
H76 -2.10365 1.09607 0.66456
O40 5.95490 0.37471 0.60489
H77 0.69095 -0.14691 -2.73946
H78 2.43723 -3.39596 3.35084
H79 2.41090 2.12512 -2.89818
H80 -0.58673 -0.47415 -0.48906

Atomic partial charges in e from the Mulliken method, atoms 1 to 8: -0.22 0.27 0.28 0.12 0.34 0.35 -0.61 -0.64